Molecular formula: C24H46IN2O28S7
Method: DFT, ωB97M-V/def2-TZVPD

The calculation puts the total energy at -6242.64464 Eh. The spin multiplicity is 1. Its strongest force on any atom is 0.1187 Eh/bohr. For the frontier orbital gap, the calculation gives 0.2869 hartree. The calculation puts the LUMO energy at -3.96 eV. As for the charge: +1.

Geometry as XYZ:
```
108
Properties=species:S:1:pos:R:3:forces:R:3
H 0.212373 6.032144 -1.811191 0.72 2.11 1.38
O 0.396503 -3.382840 -6.187245 -1.06 1.39 -0.49
H 3.837383 -10.016020 4.466666 -0.03 -0.10 0.11
H -3.285830 -3.815606 -8.246585 0.23 0.04 0.27
C -4.865688 0.160148 -1.226973 -0.21 -0.98 -0.10
H -3.840082 2.775266 1.502046 1.86 -0.72 1.47
C 1.789703 10.967816 -4.469765 0.29 0.63 -0.49
H 0.339567 -3.126871 -1.848196 -0.04 0.06 -0.08
S -0.560333 -2.430829 -6.701583 0.01 0.09 -0.59
H 5.964352 -1.479252 3.271328 -0.27 -0.21 0.01
O 5.615802 -11.759254 5.677978 0.55 0.94 -0.33
O -3.861736 -2.929767 -2.051656 1.30 -0.59 0.76
H 0.023239 -1.544507 -2.612891 -0.28 -0.09 0.12
O 2.764345 -0.811975 2.859407 -0.13 -0.86 -0.42
H 4.114934 -0.252646 4.293995 0.08 0.03 -0.11
H 3.140828 -9.608450 6.059303 0.52 -0.07 0.08
H 2.677161 6.045922 -0.844047 -1.83 0.53 1.73
H 2.749299 10.985967 -3.946202 -0.26 -0.20 0.01
H -3.121297 3.513379 4.137414 1.47 0.38 -2.19
O -4.641322 1.427542 -0.611697 -0.76 0.79 -0.01
C 0.417645 -6.207012 4.071163 0.15 0.66 0.42
C -0.413497 -2.512153 -2.351746 0.68 -0.38 -0.36
H -0.780705 8.750809 -0.329035 0.20 -2.49 0.16
C -1.378487 -3.032996 -8.984531 -0.41 -0.69 -0.27
O -0.351776 -2.304412 -8.313545 -0.25 0.27 1.32
C 1.157699 4.886052 0.420106 -0.83 -3.22 1.65
H -6.675716 -0.691170 -2.118070 -0.05 0.24 0.25
C -0.986901 -3.232982 -3.568846 0.26 0.57 -0.15
O -0.714976 -1.098555 -6.160970 0.54 -1.65 -0.40
H -0.217853 -3.751165 -4.146620 -0.35 -0.08 0.35
H -3.216947 5.044938 1.298786 0.47 0.17 2.47
O 2.193536 -2.960032 1.720363 0.34 0.67 1.76
H 4.306015 0.577746 2.725004 -0.22 -0.21 -0.07
O 2.135113 -2.782454 4.253954 0.56 0.23 -1.81
O -1.021516 9.505187 -5.497168 0.46 0.61 1.93
H -4.898866 -0.599662 -0.439486 0.01 0.02 -0.16
O -6.316078 1.975906 1.159903 0.28 0.47 -1.77
C -6.214710 0.281511 -1.930629 0.51 -0.07 -0.64
C -3.128439 5.081972 2.484746 -1.01 -0.13 0.44
N -0.290899 4.365372 0.308252 4.00 -2.35 2.17
C 1.757503 6.321516 -0.149835 -1.27 -1.73 -2.04
S -2.597186 -3.532172 -1.692279 0.04 -0.60 -0.01
H -3.188565 1.510933 2.798227 0.59 2.04 -1.65
H -4.056319 -0.074134 -1.923614 -0.10 0.21 0.19
H -2.614693 6.062446 2.870709 -0.82 -1.96 -0.92
O -2.458910 -4.493666 -0.623256 -0.54 1.33 -1.43
H -4.257351 5.135360 2.868474 2.45 -0.05 -0.98
C -2.512001 3.692818 3.126328 -1.28 0.14 0.49
H 0.899881 12.212574 -2.923536 0.08 0.03 -0.10
C 4.253493 -11.493743 6.007840 -0.58 0.22 0.43
O 2.447290 -7.293337 4.520780 -0.83 -0.91 0.34
H -1.117692 4.830101 -0.137504 1.47 -0.12 0.57
C -2.900183 2.455362 2.131246 -0.13 -0.08 0.59
O 1.091751 9.756049 -4.187493 -1.01 0.11 0.42
O -1.079939 9.682766 -2.963576 0.65 0.04 -1.54
H -2.251155 1.858324 0.026734 1.23 0.35 2.08
H 2.231294 -6.092791 2.875478 -0.07 0.07 0.06
C 5.004755 -1.497404 2.747765 0.32 0.54 -0.46
O 5.194052 -9.350856 5.849413 1.00 -0.68 0.38
O -1.512731 -2.337345 -1.459378 -1.00 -0.40 -0.23
H 4.141418 -11.586765 7.092891 -0.05 0.02 -0.10
O -2.028472 -3.140745 -6.733392 1.28 0.09 0.17
H -1.602860 -2.573483 -9.950853 0.19 0.10 0.27
C -0.462893 2.998653 0.930175 5.99 0.19 1.14
C 4.076636 -0.375845 3.206481 0.61 -0.02 0.63
S -0.514684 10.027055 -4.249298 -0.44 0.07 -0.43
O -0.450707 11.653244 -4.358124 -0.01 -1.22 -0.32
S 6.462082 -10.365993 5.701010 0.25 0.09 -0.10
O -6.141654 3.392099 -0.942002 0.29 -1.46 1.21
C 3.994678 -10.061028 5.549515 -0.38 -0.41 -0.41
I 2.414136 7.710799 1.408891 -0.31 -0.88 -0.70
H 3.594288 -12.211251 5.511953 0.32 0.08 -0.03
H -1.022474 -4.056161 -9.142448 -0.08 0.09 -0.01
H -1.670750 7.043301 -0.668353 1.85 1.61 0.89
O -7.024244 1.061421 -1.053603 0.72 0.58 1.03
C -1.737330 1.986798 1.084353 -0.18 -0.01 -0.87
O -1.931579 -4.161711 -3.041750 -0.37 0.23 1.38
C 0.559810 6.945341 -1.128446 -0.14 0.40 0.17
H 0.097634 -5.946442 5.085187 0.05 0.04 -0.10
O 4.306803 -2.709170 3.030037 -1.24 0.32 0.31
H -1.525169 -2.537439 -4.221393 0.10 -0.02 0.17
H -0.109073 -5.575504 3.350720 0.05 -0.33 0.02
C -0.694308 7.585931 -0.253868 -0.12 -1.86 0.05
O 1.086609 -9.106962 5.568016 0.37 0.51 -1.62
H 3.004084 3.884271 1.404636 -2.04 0.00 -0.55
O 7.045448 -10.170961 4.392280 -0.45 -0.32 1.79
S 2.700369 -2.438163 2.968232 -0.06 -0.46 0.03
O 7.232694 -10.316024 6.921692 -0.77 0.11 -1.70
H 1.379885 1.629730 1.992830 -0.63 2.42 -1.23
S 1.378499 -8.503381 4.288605 -0.19 0.07 -0.43
S -6.073666 2.120546 -0.256684 -0.66 0.20 -0.09
H 1.963713 11.017055 -5.549508 0.01 0.04 0.12
N 1.973315 3.804148 1.158641 -5.76 0.55 -1.90
O 0.108205 -7.581580 3.847547 1.00 -0.72 0.00
C 1.933754 -6.101989 3.929383 -0.20 0.44 -0.62
H -1.362336 0.897922 1.385952 -0.30 2.65 -0.66
H -1.388282 3.757729 3.442879 -2.02 -0.18 -0.92
H -3.100198 -2.046483 -8.093164 0.02 -0.11 -0.07
H 5.178766 -1.448164 1.668023 0.02 0.04 0.10
C -2.578770 -3.008160 -8.041969 -0.31 0.47 -0.68
H -0.562522 7.193280 0.863876 -0.43 1.23 -2.26
H 0.945908 7.816615 -1.820520 -0.35 -2.03 1.39
O 1.803918 -9.266218 3.136117 -0.69 0.68 1.68
H -6.118637 0.826588 -2.875612 0.03 -0.11 0.05
H 2.338538 -5.218301 4.428399 -0.03 -0.38 0.11
H 1.090963 13.042965 -4.492527 -0.27 -0.22 -0.05
C 1.041732 2.623197 1.461985 -2.93 3.06 -1.96
C 0.861584 12.089374 -4.011049 0.55 0.05 0.52
```
Positions in Å, forces in eV/Å.